# 1
ORCA calculation (the ωB97M-V functional and the def2-TZVPD basis) on a structure of composition C19H10Br4N3O4Pt.

Calculated values
- Kohn-Sham gap: 5.11 eV
- LUMO: 1.580 eV
- Net charge: -1
- HOMO: -3.5 eV

Atoms and positions in Å:
1 Pt -0.507 -0.427 -0.968
2 O 3.137 -3.129 1.944
3 C 3.202 -1.883 2.491
4 C 4.107 -1.597 3.509
5 C 4.190 -0.320 4.039
6 C 3.375 0.692 3.552
7 C 2.483 0.409 2.532
8 C 2.375 -0.873 1.998
9 C 1.359 -1.061 0.931
10 O 1.246 -0.102 0.104
11 N 0.606 -2.166 0.964
12 N -0.362 -2.051 0.029
13 C -1.280 -2.953 -0.170
14 C -2.235 -2.609 -1.200
15 C -3.299 -3.410 -1.608
16 C -4.131 -2.969 -2.617
17 C -3.899 -1.732 -3.210
18 C -2.838 -0.968 -2.766
19 N -2.032 -1.399 -1.794
20 H 3.805 -3.680 2.365
21 H 4.753 -2.388 3.879
22 H 4.898 -0.119 4.833
23 H 3.432 1.692 3.960
24 H 1.832 1.176 2.130
25 H -1.297 -3.874 0.395
26 H -3.456 -4.366 -1.126
27 H -4.961 -3.583 -2.942
28 H -4.532 -1.357 -4.001
29 H -2.587 0.009 -3.162
30 Br -0.544 6.737 0.085
31 C -0.588 4.989 -0.650
32 C -0.434 4.801 -2.010
33 Br -0.183 6.267 -3.183
34 C -0.457 3.486 -2.513
35 Br -0.273 3.138 -4.372
36 C -0.631 2.385 -1.699
37 O -0.679 1.159 -2.201
38 C -0.814 2.560 -0.274
39 O -1.006 1.541 0.467
40 C -0.778 3.887 0.194
41 Br -0.998 4.085 2.067

***

# 2
ORCA calculation (the ωB97M-V functional and the def2-TZVPD basis) on a structure of composition C19H10Cl4N3O4Os.

Calculated values
- Kohn-Sham gap (spin up / spin down): 4.94 / 4.95 eV
- LUMO (spin up / spin down): -5.951 / -5.935 eV
- Net charge: +1
- HOMO (spin up / spin down): -10.9 / -10.9 eV

Atoms and positions in Å:
1 Os -0.575 -0.203 -0.183
2 O -0.147 -3.618 2.485
3 C 1.066 -3.414 3.020
4 C 1.606 -4.298 3.952
5 C 2.855 -4.075 4.495
6 C 3.602 -2.960 4.122
7 C 3.086 -2.076 3.204
8 C 1.820 -2.279 2.637
9 C 1.335 -1.313 1.677
10 O 0.165 -1.428 1.102
11 N 2.049 -0.268 1.337
12 N 1.365 0.440 0.452
13 C 1.894 1.526 -0.012
14 C 1.103 2.220 -0.944
15 C 1.504 3.409 -1.556
16 C 0.674 4.028 -2.457
17 C -0.554 3.432 -2.727
18 C -0.895 2.258 -2.092
19 N -0.100 1.634 -1.207
20 H -0.544 -4.422 2.834
21 H 1.026 -5.166 4.244
22 H 3.255 -4.774 5.216
23 H 4.579 -2.790 4.550
24 H 3.643 -1.203 2.896
25 H 2.874 1.822 0.331
26 H 2.472 3.813 -1.297
27 H 0.958 4.949 -2.946
28 H -1.248 3.872 -3.427
29 H -1.846 1.805 -2.306
30 Cl -6.783 -1.378 -2.868
31 C -5.350 -1.511 -1.962
32 C -5.178 -2.619 -1.078
33 Cl -6.410 -3.790 -0.944
34 C -4.027 -2.757 -0.328
35 Cl -3.788 -4.067 0.737
36 C -3.019 -1.778 -0.452
37 O -1.910 -1.764 0.164
38 C -3.200 -0.669 -1.343
39 O -2.199 0.148 -1.357
40 C -4.365 -0.541 -2.094
41 Cl -4.545 0.797 -3.146

***

# 3
ORCA calculation (the ωB97M-V functional and the def2-TZVPD basis) on a structure of composition C19H12BrN2O6S2Ti.

Calculated values
- Multiplicity: 3
- Kohn-Sham gap (spin up / spin down): 6.16 / 6.66 eV
- LUMO (spin up / spin down): 2.437 / 2.291 eV
- Net charge: -1
- HOMO (spin up / spin down): -3.7 / -4.4 eV
- Expectation value of S²: 2.017

Atoms and positions in Å:
1 Ti 0.371 0.231 -0.445
2 O 2.649 -2.609 -2.399
3 C 1.686 -2.014 -1.668
4 O 1.358 -0.825 -1.940
5 C 1.060 -2.738 -0.642
6 C 1.263 -4.121 -0.413
7 C 0.465 -4.775 0.473
8 C -0.541 -4.044 1.155
9 C -0.623 -2.686 0.944
10 N 0.142 -1.995 0.089
11 C -1.645 -1.944 1.774
12 O -2.876 -1.851 1.219
13 O -1.444 -1.533 2.878
14 H 2.980 -1.921 -2.995
15 H 2.037 -4.630 -0.971
16 H 0.591 -5.834 0.657
17 H -1.200 -4.516 1.869
18 H -2.818 -2.066 0.279
19 S 2.450 0.893 0.516
20 C 3.096 1.757 -0.883
21 C 4.480 1.905 -1.009
22 C 5.042 2.598 -2.068
23 C 4.217 3.159 -3.036
24 C 2.844 3.014 -2.929
25 C 2.261 2.319 -1.867
26 S 0.502 2.173 -1.791
27 H 5.114 1.465 -0.249
28 H 6.119 2.700 -2.136
29 H 4.640 3.704 -3.872
30 H 2.192 3.441 -3.682
31 Br -4.268 2.795 4.956
32 C -4.194 2.183 3.166
33 C -5.363 2.125 2.423
34 N -5.395 1.703 1.163
35 C -4.245 1.323 0.614
36 C -3.031 1.351 1.287
37 C -2.997 1.792 2.600
38 C -1.777 0.887 0.624
39 O -1.826 0.360 -0.522
40 O -0.680 1.009 1.232
41 H -6.303 2.432 2.868
42 H -4.273 0.976 -0.412
43 H -2.061 1.807 3.141

***

# 4
ORCA calculation (the ωB97M-V functional and the def2-TZVPD basis) on a structure of composition C19H12ClIN2OPdS.

Calculated values
- Kohn-Sham gap: 6.97 eV
- LUMO: -0.478 eV
- HOMO: -7.4 eV

Atoms and positions in Å:
1 Pd -0.377 -0.112 -0.263
2 Cl 0.461 4.349 -5.391
3 C 0.721 3.119 -4.189
4 C 1.968 2.576 -4.032
5 C 2.210 1.599 -3.057
6 I 4.120 0.805 -2.821
7 C 1.208 1.130 -2.217
8 O 1.373 0.208 -1.319
9 C -0.091 1.703 -2.413
10 N -1.069 1.248 -1.569
11 C -2.273 1.773 -1.614
12 C -2.604 2.782 -2.533
13 C -1.660 3.234 -3.409
14 C -0.351 2.704 -3.368
15 H 2.777 2.912 -4.665
16 H -2.997 1.380 -0.913
17 H -3.608 3.182 -2.534
18 H -1.894 4.006 -4.130
19 C 2.686 -0.332 1.072
20 C 1.650 -1.119 1.808
21 C 2.067 -1.829 2.962
22 C 1.186 -2.574 3.674
23 C -0.169 -2.604 3.285
24 C -1.144 -3.316 4.017
25 C -2.453 -3.260 3.633
26 C -2.833 -2.492 2.522
27 C -1.904 -1.800 1.778
28 S -2.383 -0.876 0.381
29 C -0.536 -1.863 2.143
30 N 0.391 -1.153 1.398
31 H 3.646 -0.428 1.575
32 H 2.410 0.722 1.034
33 H 2.779 -0.662 0.042
34 H 3.107 -1.767 3.247
35 H 1.503 -3.129 4.549
36 H -0.834 -3.882 4.886
37 H -3.209 -3.796 4.192
38 H -3.876 -2.437 2.236